(1)
Molecular formula: C41H28BrClF9N7O3Ti
Method: DFT, ωB97M-V/def2-TZVPD

Structure (XYZ):
```
91
C41H28BrClF9N7O3Ti | OMol25 | ωB97M-V/def2-TZVPD
Ti 0.252 0.308 -0.434
C -2.860 -2.507 1.003
C -3.279 -3.225 -0.116
C -2.613 -3.055 -1.303
C -1.553 -2.139 -1.380
N -1.191 -1.413 -0.312
C -1.819 -1.624 0.862
N -0.854 -2.105 -2.564
C -0.160 -1.108 -2.965
N -0.041 0.167 -2.425
C 0.634 0.968 -3.366
N 0.778 2.229 -3.467
C 0.232 3.187 -2.621
C 0.421 4.514 -3.028
C -0.053 5.538 -2.239
C -0.712 5.218 -1.058
C -0.873 3.881 -0.746
N -0.424 2.878 -1.502
C 1.143 0.078 -4.435
C 1.942 0.350 -5.532
C 2.231 -0.710 -6.380
C 1.719 -1.988 -6.143
C 0.902 -2.243 -5.051
C 0.636 -1.182 -4.203
H -3.321 -2.638 1.972
H -4.097 -3.931 -0.045
H -2.859 -3.617 -2.191
H -1.424 -1.083 1.711
H 0.949 4.696 -3.953
H 0.090 6.571 -2.531
H -1.093 5.979 -0.391
H -1.387 3.605 0.166
H 2.318 1.349 -5.702
H 2.865 -0.548 -7.242
H 1.964 -2.788 -6.829
H 0.488 -3.224 -4.861
Br -3.335 0.480 -3.137
C -3.615 1.123 -1.375
C -4.884 1.580 -1.039
C -5.078 2.047 0.248
C -4.012 2.043 1.136
C -2.795 1.562 0.687
N -2.594 1.108 -0.551
C -1.612 1.548 1.624
O -1.695 2.024 2.733
O -0.529 0.982 1.157
H -5.679 1.562 -1.769
H -6.050 2.411 0.554
H -4.097 2.397 2.153
C 2.892 3.472 -0.732
C 2.825 2.112 -0.036
O 1.731 1.404 -0.471
C 4.117 1.322 -0.367
F 4.325 0.286 0.457
F 5.208 2.101 -0.306
F 4.038 0.840 -1.616
C 2.696 2.324 1.487
F 3.816 2.857 2.002
F 1.685 3.161 1.755
F 2.450 1.184 2.144
H 3.017 3.304 -1.802
H 3.719 4.075 -0.364
H 1.955 3.997 -0.561
F 0.894 -0.359 8.519
C -0.275 -0.810 8.030
F -1.225 0.055 8.429
F -0.532 -1.985 8.623
C -0.233 -0.923 6.530
C -0.474 -2.125 5.889
C -0.410 -2.141 4.504
N -0.134 -1.071 3.767
C 0.088 0.082 4.398
C 0.053 0.205 5.777
H -0.700 -3.024 6.444
H -0.588 -3.066 3.963
H 0.287 0.940 3.768
H 0.241 1.162 6.245
Cl 0.033 -7.024 0.185
C 0.544 -5.360 0.104
C 0.409 -4.551 1.223
C 0.799 -3.226 1.148
C 1.307 -2.683 -0.035
C 1.657 -1.248 -0.121
C 1.467 -3.534 -1.128
C 1.086 -4.866 -1.067
H 0.007 -4.966 2.138
H 0.685 -2.574 2.007
H 2.392 -1.048 -0.904
H 2.076 -0.883 0.823
H 1.889 -3.150 -2.049
H 1.203 -5.517 -1.923
```

Orbital gap in eV: 7.35
Relative energy (zero: lowest compared OMol25 entry of this formula, charge and spin) in kJ/mol: 7.9
E_HOMO in hartree: -0.2971

Here are the Löwdin charges for atoms 1 to 2, given in e: 1.139, -0.041

(2)
Molecular formula: C24H72N2O12
Method: DFT, ωB97M-V/def2-TZVPD

Structure (XYZ):
```
110
C24H72N2O12 | OMol25 | ωB97M-V/def2-TZVPD
N 5.503 0.427 -1.095
C 4.430 -0.104 -0.531
N 4.170 -1.322 -0.927
O 3.600 0.556 0.351
H 5.804 1.255 -0.606
H 6.021 0.115 -1.917
H 3.713 -1.827 -0.175
H 4.562 -1.780 -1.780
C -3.847 -2.553 1.407
C -4.440 -1.530 0.530
C -3.283 -0.802 -0.025
O -4.995 -2.108 -0.415
H -3.031 -2.207 1.962
H -3.492 -3.483 0.933
H -4.562 -2.786 2.155
H -5.240 -0.986 1.002
H -3.439 0.198 -0.356
H -2.843 -1.317 -0.819
H -2.426 -0.659 0.603
H -4.614 -2.988 -0.612
C -3.574 2.787 -3.097
C -2.419 2.095 -2.375
C -2.249 0.739 -2.954
O -1.302 2.614 -2.441
H -3.794 3.805 -2.794
H -4.513 2.162 -3.085
H -3.339 2.906 -4.136
H -2.625 1.991 -1.325
H -1.411 0.299 -2.361
H -1.924 0.794 -3.976
H -3.129 0.199 -2.947
H -0.807 2.154 -1.790
C -0.693 -3.413 -0.067
C -0.007 -4.407 -0.998
C -0.736 -5.745 -0.983
O 0.288 -4.190 -2.174
H -0.598 -3.476 1.072
H -1.709 -3.200 -0.195
H -0.250 -2.434 -0.208
H 0.981 -4.656 -0.536
H -0.317 -6.534 -1.567
H -1.830 -5.706 -1.275
H -0.722 -6.149 0.016
H 0.824 -3.383 -2.149
C 1.374 5.255 -1.980
C 2.101 4.171 -1.159
C 2.225 2.863 -1.969
O 3.247 4.435 -0.814
H 1.030 6.057 -1.324
H 0.615 4.865 -2.633
H 2.103 5.537 -2.641
H 1.438 3.956 -0.264
H 2.490 3.156 -2.956
H 1.297 2.444 -2.030
H 2.939 2.108 -1.630
H 3.503 3.773 -0.113
C 2.739 -0.822 -4.083
C 1.601 -1.123 -3.150
C 0.324 -1.533 -3.833
O 1.797 -1.797 -2.146
H 2.317 -0.056 -4.685
H 2.921 -1.688 -4.762
H 3.637 -0.411 -3.581
H 1.371 -0.155 -2.795
H -0.012 -0.799 -4.505
H -0.499 -1.846 -3.255
H 0.549 -2.272 -4.552
H 2.618 -1.408 -1.779
C -0.673 4.125 2.264
C 0.260 3.141 2.971
C -0.535 1.832 3.406
O 1.278 2.786 2.298
H 0.032 4.720 1.720
H -1.248 4.823 2.836
H -1.267 3.495 1.565
H 0.639 3.627 3.902
H -1.492 2.039 3.832
H -0.091 1.139 4.144
H -0.646 1.161 2.610
H 1.745 2.156 2.779
C 2.371 -0.389 4.071
O 2.367 0.269 2.816
H 2.705 -1.398 3.913
H 1.457 -0.477 4.516
H 3.122 0.070 4.703
H 2.940 -0.173 2.180
C 1.993 -2.598 1.373
O 3.399 -2.678 1.499
H 1.884 -2.079 0.338
H 1.457 -1.836 1.977
H 1.395 -3.510 1.342
H 3.582 -3.097 2.322
C -1.377 -1.403 4.471
O -0.913 -1.634 3.242
H -2.114 -2.156 4.777
H -1.919 -0.477 4.321
H -0.565 -1.339 5.196
H -0.187 -2.232 3.329
C 0.190 0.399 0.044
O -0.229 1.784 -0.103
H -0.227 -0.208 0.760
H 1.274 0.270 0.368
H 0.082 -0.117 -0.920
H 0.163 2.177 0.647
C -3.583 1.122 2.553
O -3.165 1.973 1.551
H -2.939 0.354 2.706
H -4.528 0.793 2.254
H -3.765 1.746 3.430
H -2.329 1.742 1.294
```

Orbital gap in eV: 8.57
Relative energy (zero: lowest compared OMol25 entry of this formula, charge and spin) in kJ/mol: 900.9
E_HOMO in hartree: -0.3186

Here are the Löwdin charges for atoms 1 to 2, given in e: 0.180, -0.563

(3)
Molecular formula: C2H10NO3
Method: DFT, ωB97M-V/def2-TZVPD

Structure (XYZ):
```
16
C2H10NO3 | OMol25 | ωB97M-V/def2-TZVPD
C -0.212 -1.643 1.406
N 0.727 -1.400 0.305
C -0.070 -0.870 -0.894
O -0.194 0.487 -0.929
H -0.603 -2.704 1.376
H -1.203 -1.159 1.319
H 0.222 -1.455 2.362
H 1.599 -0.965 0.544
H -1.015 -1.401 -0.793
H 0.585 -1.145 -1.731
H 1.735 2.446 0.006
H 0.887 1.118 -0.205
O 1.717 1.544 0.341
H -1.637 2.079 -1.682
H -0.960 2.299 -0.421
O -1.575 2.770 -1.004
```

Orbital gap in eV: 8.08
Total charge: -1
Relative energy (zero: lowest compared OMol25 entry of this formula, charge and spin) in kJ/mol: 83.8
E_HOMO in hartree: -0.1410

Here are the natural (NBO) charges for atoms 1 to 2, given in e: -0.411, -0.711

- What is the relative energy (zero: lowest compared OMol25 entry of this formula, charge and spin) in the third record?
  83.8 kJ/mol

- Which value of orbital gap does entry 2 give?
  8.57 eV

- The highest orbital gap belongs to which entry?
  C24H72N2O12